No. 1
Formula: C62H165N31O8P8
Source: the OMol25 dataset
Level of theory: ωB97M-V with the def2-TZVPD basis set

```
! RIJCOSX wB97M-V def2-TZVPD def2/J DEFGRID3
* xyz -1 2
O 0.68 -4.25 6.25
P 0.87 -2.77 6.50
N -0.30 -1.72 5.70
C -0.64 -0.36 6.20
C -0.83 -1.87 4.37
N 2.29 -1.98 5.84
C 2.58 -0.55 5.97
C 3.15 -2.68 4.90
N 0.71 -2.39 8.17
C 1.84 -2.45 9.05
C -0.46 -2.70 8.86
H -0.49 0.42 5.45
H -0.01 -0.13 7.06
H -1.60 -0.27 6.70
H -0.08 -1.72 3.59
H -1.60 -1.14 4.11
H -1.27 -2.83 4.13
H 3.56 -0.22 5.63
H 1.82 -0.08 5.34
H 2.32 -0.31 7.00
H 4.09 -2.26 4.54
H 3.49 -3.67 5.20
H 2.64 -2.95 3.97
H 2.77 -2.27 8.51
H 1.70 -1.78 9.90
H 1.86 -3.47 9.45
H -0.69 -3.76 8.77
H -1.23 -2.21 8.27
H -0.58 -2.13 9.78
O -1.08 1.97 -1.48
P -0.89 0.85 -0.59
N -0.38 -0.59 -1.38
C -0.68 -2.02 -1.08
C 0.37 -0.47 -2.65
N -2.34 0.40 0.28
C -3.66 1.01 0.06
C -2.11 -0.41 1.49
N 0.31 1.36 0.60
C 1.76 0.93 0.49
C 0.12 2.69 1.10
H 0.07 -2.25 -0.32
H -0.56 -2.79 -1.84
H -1.64 -2.05 -0.57
H 0.81 0.49 -2.93
H -0.33 -0.67 -3.47
H 1.29 -1.02 -2.47
H -3.78 1.72 0.87
H -3.56 1.57 -0.86
H -4.45 0.25 0.05
H -1.84 0.20 2.36
H -2.91 -1.03 1.88
H -1.35 -1.12 1.19
H 2.37 1.19 1.35
H 1.92 -0.14 0.45
H 2.15 1.38 -0.43
H 0.80 3.39 0.61
H 0.48 2.88 2.11
H -0.88 3.08 0.89
O 4.94 -3.76 2.05
P 4.68 -4.43 0.73
N 5.03 -3.33 -0.53
C 3.99 -2.40 -1.05
C 6.26 -3.46 -1.41
N 3.11 -5.05 0.52
C 2.55 -5.72 -0.78
C 2.07 -4.44 1.37
N 5.78 -5.84 0.49
C 7.05 -5.60 1.11
C 5.70 -6.71 -0.63
H 3.41 -2.18 -0.15
H 3.37 -2.86 -1.82
H 4.48 -1.51 -1.44
H 6.70 -2.48 -1.62
H 5.97 -3.81 -2.41
H 7.09 -3.93 -0.88
H 1.81 -6.50 -0.65
H 2.07 -5.02 -1.46
H 3.30 -6.23 -1.40
H 2.24 -4.34 2.45
H 1.87 -3.45 0.95
H 1.14 -4.98 1.17
H 6.97 -5.55 2.20
H 7.73 -6.45 1.04
H 7.42 -4.59 0.95
H 4.78 -7.23 -0.34
H 6.42 -7.52 -0.72
H 5.57 -6.10 -1.52
O -0.36 6.96 -0.90
P 0.06 7.76 0.25
N 1.44 7.24 1.06
C 1.63 5.89 1.43
C 2.64 7.96 0.85
N -1.02 7.85 1.58
C -2.50 7.65 1.49
C -0.53 8.40 2.82
N 0.25 9.37 -0.31
C 0.38 9.60 -1.73
C 0.24 10.60 0.35
H 2.25 5.71 2.32
H 2.04 5.25 0.65
H 0.66 5.59 1.82
H 3.09 7.62 -0.09
H 3.38 7.65 1.59
H 2.55 9.05 0.88
H -2.85 8.61 1.13
H -2.84 6.85 0.82
H -2.92 7.49 2.48
H 0.05 9.33 2.82
H -1.26 8.65 3.59
H 0.01 7.59 3.30
H 1.38 10.04 -1.83
H 0.33 8.80 -2.46
H -0.35 10.32 -2.08
H -0.76 10.71 0.77
H 0.66 11.41 -0.25
H 0.89 10.66 1.23
O 0.46 -6.86 -6.38
P 1.50 -6.07 -5.68
N 0.95 -5.44 -4.19
C -0.02 -6.16 -3.38
C 1.04 -3.97 -3.86
N 2.18 -4.70 -6.50
C 3.55 -4.27 -6.25
C 1.46 -3.77 -7.38
N 2.84 -7.04 -5.08
C 3.97 -6.67 -4.21
C 3.02 -8.36 -5.61
H -1.01 -6.23 -3.83
H -0.12 -5.73 -2.38
H 0.30 -7.17 -3.14
H 0.90 -3.76 -2.80
H 0.39 -3.34 -4.47
H 2.01 -3.52 -4.09
H 3.57 -3.93 -5.22
H 4.41 -4.85 -6.57
H 3.74 -3.27 -6.62
H 0.50 -4.22 -7.65
H 1.20 -2.85 -6.87
H 1.90 -3.64 -8.37
H 4.83 -6.82 -4.86
H 3.67 -5.69 -3.83
H 4.12 -7.25 -3.30
H 2.29 -8.93 -5.05
H 4.03 -8.77 -5.52
H 2.57 -8.42 -6.60
O -6.94 -0.45 2.21
P -7.87 0.73 2.24
N -7.48 1.90 3.45
C -6.06 2.15 3.71
C -8.52 2.62 4.24
N -9.49 0.28 2.10
C -9.94 -0.92 2.86
C -10.57 1.23 1.86
N -7.60 1.75 0.84
C -7.73 3.20 0.86
C -7.28 1.27 -0.56
H -5.97 3.23 3.73
H -5.41 1.51 3.13
H -5.73 1.96 4.73
H -9.36 2.02 4.60
H -8.92 3.48 3.71
H -7.97 2.85 5.15
H -9.11 -1.62 2.81
H -10.15 -0.66 3.89
H -10.71 -1.42 2.27
H -10.65 1.95 2.68
H -10.43 1.89 1.00
H -11.56 0.77 1.81
H -6.88 3.66 0.35
H -8.56 3.48 0.20
H -7.77 3.61 1.87
H -6.61 0.42 -0.49
H -6.76 2.04 -1.13
H -8.16 0.82 -1.03
O 8.83 3.41 3.35
P 7.37 3.69 3.71
N 6.32 2.71 2.70
C 6.60 1.29 2.55
C 4.93 3.11 2.49
N 6.92 5.39 3.59
C 7.24 5.98 2.25
C 6.58 6.32 4.72
N 6.78 3.14 5.29
C 7.81 2.79 6.28
C 5.37 3.26 5.78
H 5.65 0.81 2.76
H 7.36 1.04 3.29
H 7.01 0.95 1.60
H 4.69 2.83 1.46
H 4.86 4.20 2.48
H 4.40 2.60 3.29
H 8.32 6.16 2.29
H 6.99 5.28 1.45
H 6.75 6.95 2.25
H 6.16 7.25 4.33
H 5.93 5.85 5.45
H 7.51 6.69 5.14
H 8.73 3.34 6.09
H 7.49 3.01 7.30
H 7.97 1.72 6.24
H 5.44 3.70 6.77
H 4.78 2.36 5.91
H 4.72 3.99 5.28
O -2.90 -2.95 -3.71
P -3.86 -3.61 -4.62
N -5.36 -2.81 -4.77
C -6.42 -3.23 -5.75
C -5.78 -2.01 -3.64
N -4.37 -5.18 -4.21
C -3.78 -5.84 -3.05
C -5.34 -6.01 -4.97
N -3.33 -3.72 -6.26
C -2.23 -4.73 -6.49
C -3.39 -2.71 -7.31
H -6.81 -2.31 -6.18
H -7.27 -3.72 -5.27
H -6.09 -3.84 -6.60
H -6.85 -2.07 -3.48
H -5.47 -1.00 -3.91
H -5.22 -2.16 -2.71
H -2.88 -5.36 -2.67
H -4.60 -5.89 -2.33
H -3.56 -6.86 -3.37
H -6.32 -5.81 -4.52
H -5.36 -5.69 -6.01
H -4.96 -7.03 -4.92
H -2.11 -5.06 -7.53
H -1.30 -4.32 -6.10
H -2.45 -5.70 -6.03
H -2.79 -1.87 -6.97
H -4.39 -2.37 -7.56
H -2.90 -2.97 -8.25
C 3.63 -0.19 -4.69
C 4.71 -1.24 -4.81
N 5.56 -2.03 -4.90
H 3.25 0.05 -5.68
H 4.03 0.73 -4.25
H 2.74 -0.51 -4.15
C -4.39 -3.18 0.87
C -3.05 -3.81 1.05
N -1.97 -4.27 1.28
H -4.68 -2.61 1.75
H -4.96 -4.06 0.57
H -4.40 -2.70 -0.11
C -2.74 1.51 -3.66
C -3.56 0.89 -4.75
N -4.19 0.31 -5.54
H -3.40 2.07 -3.00
H -1.87 2.14 -3.86
H -2.43 0.66 -3.05
C 0.74 4.66 -3.19
C 1.21 3.42 -3.76
N 1.61 2.40 -4.25
H 0.72 5.45 -3.94
H 1.44 5.07 -2.46
H -0.26 4.67 -2.75
C 0.78 3.51 7.25
C 0.72 3.20 5.86
N 0.66 3.00 4.70
H 1.55 2.95 7.78
H -0.24 3.63 7.60
H 1.27 4.45 7.53
C -0.48 0.34 -7.04
C -0.81 1.55 -7.83
N -1.03 2.53 -8.48
H -1.05 -0.50 -7.43
H -0.76 0.36 -5.99
H 0.59 0.12 -7.13
C -3.27 4.89 -1.95
C -3.11 4.66 -3.34
N -2.93 4.46 -4.46
H -3.04 4.07 -1.27
H -4.24 5.34 -1.74
H -2.42 5.55 -1.79
*
```

Values from the calculation:
HOMO (alpha / beta): -0.03 / -6.06 eV
Lowest unoccupied orbital energy (alpha / beta): 1.658 / 1.635 eV
Frontier orbital gap (alpha / beta): 1.69 / 7.69 eV

***

No. 2
Formula: C13H15NS
Source: the OMol25 dataset
Level of theory: ωB97M-V with the def2-TZVPD basis set

```
! RIJCOSX wB97M-V def2-TZVPD def2/J DEFGRID3
* xyz 0 1
H 0.02 3.06 3.60
N 0.61 3.38 2.77
C 0.29 2.68 1.76
C 0.67 2.94 0.31
C 0.99 2.72 -0.81
C 1.32 2.61 -2.14
C 1.30 1.11 -2.57
C 2.35 0.22 -1.79
S -0.85 1.31 1.99
C -0.90 0.31 0.45
C -1.17 -1.14 0.75
C -0.42 -1.80 1.67
C -0.68 -3.15 2.03
C -1.75 -3.78 1.48
C -2.45 -3.16 0.48
C -2.31 -1.81 0.20
H 0.78 3.41 -2.72
H 2.35 2.85 -2.44
H 0.23 0.63 -2.47
H 1.52 0.98 -3.63
H 3.38 0.50 -2.22
H 2.34 0.49 -0.60
H 2.13 -0.81 -1.79
H 0.00 0.39 -0.13
H -1.75 0.70 -0.21
H 0.45 -1.40 2.07
H 0.00 -3.59 2.76
H -2.08 -4.78 1.40
H -3.21 -3.62 0.01
H -3.12 -1.23 -0.22
*
```

Values from the calculation:
Energy above the lowest of the compared OMol25 structures with the same formula, charge and spin: 3.874 eV
HOMO: -8.85 eV
Lowest unoccupied orbital energy: 0.760 eV
Frontier orbital gap: 9.61 eV
SMILES string: [H]/N=C(/C#CCCC)SCc1ccccc1

***

No. 3
Formula: C4H6Cl2Si
Source: the OMol25 dataset
Level of theory: ωB97M-V with the def2-TZVPD basis set

```
! RIJCOSX wB97M-V def2-TZVPD def2/J DEFGRID3
* xyz 0 1
C -0.53 0.07 -0.98
C 0.11 0.74 -1.88
C -0.09 -0.71 0.22
C 1.05 0.11 0.87
Si 2.62 0.13 -0.23
Cl 4.13 1.47 0.03
Cl 3.52 -1.71 -0.19
H -1.56 -0.03 -1.18
H -0.22 1.43 -2.62
H -0.91 -0.88 0.94
H 0.51 -1.59 -0.17
H 0.75 1.13 1.17
H 1.36 -0.46 1.87
*
```

Values from the calculation:
Energy above the lowest of the compared OMol25 structures with the same formula, charge and spin: 4.510 eV
HOMO (alpha / beta): -8.61 / -7.63 eV
Lowest unoccupied orbital energy (alpha / beta): -0.546 / -0.276 eV
Frontier orbital gap (alpha / beta): 8.06 / 7.36 eV

***

No. 4
Formula: C4H9NO2
Source: the OMol25 dataset
Level of theory: ωB97M-V with the def2-TZVPD basis set

```
! RIJCOSX wB97M-V def2-TZVPD def2/J DEFGRID3
* xyz 0 1
C -2.06 -0.41 1.98
N -1.15 0.20 1.05
C -0.21 -0.56 0.41
O -0.29 -1.77 0.38
C 1.02 0.20 -0.07
C 0.80 0.91 -1.41
O 2.04 0.93 -2.12
H -1.54 -0.85 2.83
H -2.85 0.28 2.28
H -2.58 -1.25 1.51
H -0.97 1.18 1.16
H 1.73 -0.59 -0.24
H 1.31 0.80 0.79
H 0.47 1.93 -1.21
H 0.10 0.29 -1.98
H 2.17 1.79 -2.54
*
```

Values from the calculation:
Energy above the lowest of the compared OMol25 structures with the same formula, charge and spin: 1.189 eV
HOMO: -9.63 eV
Lowest unoccupied orbital energy: 0.729 eV
Frontier orbital gap: 10.36 eV
SMILES string: CNC(=O)CCO

***

No. 5
Formula: C17H22N2O2
Source: the OMol25 dataset
Level of theory: ωB97M-V with the def2-TZVPD basis set

```
! RIJCOSX wB97M-V def2-TZVPD def2/J DEFGRID3
* xyz 0 1
C -2.58 -2.05 -1.64
C -3.33 -2.11 -0.31
C -3.53 -3.56 0.14
O -2.56 -1.36 0.61
C -3.19 -1.05 1.84
C -2.47 0.13 2.50
C -1.05 -0.23 2.96
N -0.21 -0.60 1.84
C 0.47 0.37 1.16
O 0.75 1.45 1.63
N 0.87 -0.07 -0.10
C 1.52 0.75 -1.05
C 0.97 0.86 -2.30
C 1.57 1.67 -3.28
C 2.70 2.37 -2.98
C 3.31 2.25 -1.72
C 4.51 2.94 -1.42
C 5.13 2.77 -0.21
C 4.59 1.89 0.74
C 3.42 1.22 0.48
C 2.74 1.41 -0.73
H -2.40 -1.01 -1.91
H -1.63 -2.57 -1.56
H -3.17 -2.52 -2.42
H -4.31 -1.63 -0.42
H -4.12 -3.61 1.05
H -2.57 -4.03 0.32
H -4.06 -4.11 -0.64
H -3.17 -1.92 2.51
H -4.24 -0.78 1.65
H -3.05 0.45 3.36
H -2.41 0.95 1.79
H -0.59 0.64 3.43
H -1.07 -1.06 3.67
H -0.59 -1.36 1.30
H 0.28 -0.78 -0.51
H 0.06 0.33 -2.54
H 1.11 1.74 -4.25
H 3.16 3.02 -3.72
H 4.93 3.59 -2.17
H 6.04 3.30 0.01
H 5.10 1.74 1.68
H 3.02 0.54 1.22
*
```

Values from the calculation:
Energy above the lowest of the compared OMol25 structures with the same formula, charge and spin: 1.172 eV
HOMO: -7.68 eV
Lowest unoccupied orbital energy: 0.749 eV
Frontier orbital gap: 8.43 eV
SMILES string: CC(C)OCCCNC(=O)Nc1cccc2ccccc12

***

No. 6
Formula: C21H30N4O2
Source: the OMol25 dataset
Level of theory: ωB97M-V with the def2-TZVPD basis set

```
! RIJCOSX wB97M-V def2-TZVPD def2/J DEFGRID3
* xyz 0 1
C 3.38 -3.87 1.64
C 2.49 -2.78 2.15
C 1.79 -2.81 3.28
C 1.84 -3.95 4.26
C 0.93 -1.67 3.71
O 0.68 -1.46 4.89
N 0.48 -0.88 2.72
C -0.43 0.21 2.99
C -1.78 0.01 2.27
N -1.72 0.29 0.86
C -0.97 -0.37 -0.06
N 0.01 -1.18 0.03
C 0.34 -1.57 -1.33
C -0.80 -1.01 -2.24
C -1.76 -2.10 -2.72
N -1.40 -0.06 -1.33
C -2.72 0.50 -1.26
C -2.72 1.09 0.17
C -2.33 2.58 0.18
C -1.13 2.85 -0.69
C -1.28 3.37 -1.96
C -0.19 3.56 -2.80
C 1.08 3.20 -2.37
O 2.22 3.32 -3.11
C 2.12 3.85 -4.41
C 1.24 2.69 -1.09
C 0.15 2.52 -0.26
H 3.18 -4.04 0.59
H 3.24 -4.79 2.19
H 4.43 -3.56 1.73
H 2.45 -1.91 1.51
H 1.29 -4.81 3.88
H 1.38 -3.63 5.19
H 2.86 -4.26 4.46
H 0.55 -1.15 1.74
H 0.01 1.16 2.68
H -0.60 0.23 4.07
H -2.51 0.69 2.70
H -2.11 -1.02 2.44
H 1.31 -1.15 -1.60
H 0.41 -2.66 -1.39
H -0.39 -0.47 -3.11
H -2.17 -2.63 -1.86
H -2.57 -1.67 -3.30
H -1.22 -2.81 -3.34
H -3.51 -0.26 -1.38
H -2.86 1.27 -2.03
H -3.69 0.97 0.65
H -2.12 2.87 1.21
H -3.18 3.17 -0.17
H -2.26 3.66 -2.31
H -0.35 3.97 -3.79
H 1.74 4.87 -4.40
H 3.14 3.86 -4.80
H 1.49 3.23 -5.06
H 2.23 2.42 -0.76
H 0.30 2.12 0.73
*
```

Values from the calculation:
Energy above the lowest of the compared OMol25 structures with the same formula, charge and spin: 0.565 eV
HOMO: -8.31 eV
Lowest unoccupied orbital energy: 0.619 eV
Frontier orbital gap: 8.93 eV
SMILES string: C/C=C(\C)C(=O)NCCN1C2=NC[C@@H](C)N2C[C@@H]1Cc1ccc(OC)cc1